1.
Molecular formula: C16H18BrCl28InNO4
Method: DFT, the ωB97M-V functional and the def2-TZVPD basis

Each line ends with the Mulliken charge.
CARTESIAN COORDINATES (ANGSTROEM)
C  -2.6514  2.1501  1.3347  -0.274
C  -1.2988  2.2281  2.1989  -0.986
In  -0.2771  0.2585  2.5923  0.905
C  -0.7621  -1.4034  1.1494  -0.471
C  -2.3202  -1.6013  0.8123  0.146
C  -2.7753  -1.0510  -0.6231  0.497
C  -2.1000  -1.7976  -1.8675  -0.663
O  -0.7593  -1.3695  -2.1982  -0.144
C  -0.6954  0.0326  -2.5229  -0.008
C  -0.5648  -0.3747  4.7488  -0.659
C  0.8736  -0.7646  5.3102  0.341
O  1.5600  -0.0147  6.0568  -0.491
Br  1.7528  -2.5181  4.8397  -0.255
O  1.8168  0.6373  2.3556  -0.532
N  2.2534  -0.2464  1.4643  0.340
O  3.2362  0.1571  0.8790  -0.546
H  -3.2445  1.2240  1.6291  0.239
H  -3.3079  3.0903  1.4481  0.282
H  -2.3288  2.1492  0.2251  -0.046
H  -1.5678  2.7074  3.2176  0.217
H  -0.5383  2.9156  1.6641  0.245
H  -0.4127  -2.3845  1.6566  0.338
H  -0.0871  -1.2710  0.2389  -0.082
H  -2.6758  -2.7034  0.9819  -0.239
H  -2.9088  -0.9857  1.5968  0.221
H  -3.9133  -1.2551  -0.7004  0.240
H  -2.6612  0.0815  -0.6109  -0.447
H  -2.7143  -1.7264  -2.8454  0.288
H  -2.0725  -2.9254  -1.6172  0.152
H  0.2062  0.3303  -3.1512  -0.139
H  -1.6768  0.4102  -3.0012  0.194
H  -0.6064  0.6070  -1.5196  0.104
H  -1.3321  -1.2049  4.9011  0.297
H  -0.9364  0.5510  5.3235  0.175
C  2.8292  2.3530  -3.2446  0.078
Cl  1.2724  3.1626  -3.5357  -0.094
Cl  2.8913  1.7705  -1.5700  0.031
Cl  2.9958  0.9751  -4.3533  -0.005
Cl  4.1562  3.5034  -3.5241  -0.003
C  -5.0368  2.6891  -2.2464  0.279
Cl  -5.7333  1.1531  -2.8056  -0.106
Cl  -5.3848  2.9033  -0.5187  -0.083
Cl  -3.2800  2.6692  -2.4989  -0.037
Cl  -5.7508  4.0327  -3.1656  -0.118
C  2.2785  -3.5379  -1.6881  0.143
Cl  2.2529  -4.4189  -3.2351  -0.152
Cl  0.7650  -3.8389  -0.8107  -0.043
Cl  3.6517  -4.1009  -0.7110  -0.110
Cl  2.4474  -1.7985  -1.9982  0.107
C  -5.1102  -4.9868  2.1755  0.313
Cl  -6.6998  -4.3884  2.6978  -0.110
Cl  -5.0526  -6.7535  2.3593  -0.108
Cl  -4.8489  -4.5613  0.4696  -0.084
Cl  -3.8413  -4.2468  3.1749  -0.048
C  4.4447  -1.8936  -6.7516  0.278
Cl  3.5363  -0.4924  -7.3570  -0.111
Cl  6.1151  -1.4064  -6.3909  -0.097
Cl  3.6713  -2.4980  -5.2721  0.009
Cl  4.4543  -3.1734  -7.9852  -0.123
C  7.8863  4.6760  -4.4629  0.365
Cl  6.3183  5.3004  -3.9094  -0.090
Cl  7.9127  2.9088  -4.2912  -0.078
Cl  8.1273  5.1094  -6.1693  -0.101
Cl  9.1864  5.3864  -3.4821  -0.102
C  -0.1921  1.9135  9.0261  0.332
Cl  -0.8854  0.3761  8.4714  -0.071
Cl  -0.5562  2.1389  10.7524  -0.121
Cl  1.5667  1.8902  8.7901  -0.069
Cl  -0.8974  3.2515  8.0934  -0.109

Forces on atoms 1 to 3 (eV/Å):
C 0.9 0.5 -0.2
C -0.4 1.1 0.2
In -0.9 -0.2 -0.7

For the HOMO energy, the calculation gives -0.2007 Eh. The total charge is -1. For the LUMO energy, the calculation gives 0.0530 hartree.



2.
Molecular formula: C3H11N3O
Method: DFT, the ωB97M-V functional and the def2-TZVPD basis

Each line ends with the natural charge from an NBO analysis.
CARTESIAN COORDINATES (ANGSTROEM)
N  -1.3933  -2.7225  1.2158  -0.832
C  -0.1557  -2.8621  0.5168  0.083
O  -0.3757  -3.4491  -0.7738  -0.740
H  -2.0418  -2.1357  0.7091  0.359
H  -1.8463  -3.6090  1.3658  0.360
H  0.2751  -1.8635  0.4412  0.155
H  0.4993  -3.4926  1.1188  0.151
H  0.4735  -3.4719  -1.2188  0.464
C  0.1305  1.0179  0.2202  -0.456
N  0.0367  3.6784  -0.6537  -0.879
C  1.2108  2.8083  -0.8033  0.261
N  1.2729  1.6257  -0.4246  -0.406
H  0.5021  0.4018  1.0361  0.201
H  -0.4091  0.3743  -0.4695  0.205
H  -0.5565  1.7607  0.6221  0.204
H  0.3838  4.4474  -0.0777  0.361
H  -0.0444  4.1522  -1.5535  0.361
H  2.0381  3.3398  -1.2710  0.147

Forces on atoms 1 to 3 (eV/Å):
N 0.0 0.2 0.1
C -0.6 0.0 0.2
O 0.1 0.2 0.3

As for the structure (SMILES): C/N=C\N.NCO. Its energy above the lowest of the compared OMol25 structures with the same formula, charge and spin is 45.3 kcal/mol. For the HOMO energy, the calculation gives -0.3524 Eh. For the LUMO energy, the calculation gives 0.0329 hartree.



3.
Molecular formula: C46H72N17O7
Method: DFT, the ωB97M-V functional and the def2-TZVPD basis

Each line ends with the natural charge from an NBO analysis.
CARTESIAN COORDINATES (ANGSTROEM)
C  -3.7607  -2.5302  -2.8453  -0.256
C  -3.1661  -3.5685  -2.9005  -0.028
C  -2.4399  -4.8299  -2.8906  -0.158
H  -2.4907  -5.2887  -3.8828  0.226
O  -2.9838  -5.8063  -2.0152  -0.514
C  -3.1136  -5.4174  -0.6708  -0.110
H  -3.4956  -4.3919  -0.5939  0.204
C  -1.7919  -5.5206  0.1198  -0.094
H  -0.9541  -5.2819  -0.5406  0.197
H  -1.6536  -6.5394  0.5023  0.179
O  -1.6867  -4.5840  1.1828  -0.583
C  -2.6668  -4.6789  2.2094  -0.082
H  -2.1381  -4.8417  3.1568  0.186
C  -3.4861  -3.3924  2.3309  -0.111
H  -4.0811  -3.4468  3.2532  0.172
H  -2.8089  -2.5297  2.3836  0.221
O  -4.3472  -3.2775  1.2107  -0.560
C  -5.3670  -2.3154  1.3388  -0.054
C  -4.8605  -0.8708  1.2806  -0.256
N  -4.1093  -0.6834  0.0648  -0.585
C  -3.7738  0.5074  -0.4384  0.630
N  -3.0716  0.4981  -1.5809  -0.638
C  -2.7644  1.7014  -2.0556  0.634
N  -3.1305  2.8606  -1.5065  -0.643
C  -3.8509  2.7511  -0.3949  0.631
N  -4.3576  3.9008  0.1318  -0.405
C  -4.6325  3.9565  1.5483  -0.241
C  -3.4795  4.7400  2.2311  -0.238
N  -2.3173  4.6842  1.3671  -0.424
C  -1.4481  3.6587  1.2780  0.706
O  -0.6196  3.5794  0.3845  -0.662
C  -1.4444  2.6231  2.4103  -0.132
N  -1.3474  1.3000  1.8608  -0.164
C  -0.5061  0.8240  0.9260  -0.069
C  -0.7039  -0.5397  0.9546  0.125
N  -1.6421  -0.7965  1.8871  -0.299
N  -2.0172  0.3070  2.4195  -0.069
C  0.0256  -1.6048  0.2223  -0.083
N  0.4409  -2.6651  1.1694  -0.815
H  -0.3412  -3.3285  1.2952  0.448
H  1.3014  -3.1668  0.7871  0.451
H  0.9238  -1.1666  -0.2139  0.216
C  -0.7932  -2.1966  -0.9318  -0.096
O  0.0277  -2.9362  -1.7981  -0.754
H  0.5892  -2.3092  -2.2816  0.504
H  -1.3081  -1.3850  -1.4594  0.203
H  -1.5455  -2.8768  -0.5327  0.197
H  0.1334  1.4549  0.3528  0.259
H  -2.3696  2.6120  2.9872  0.242
C  -0.2466  2.9027  3.3445  -0.386
C  -0.0026  1.7586  4.3395  -0.405
C  1.0232  0.7360  3.8274  -0.420
H  1.0551  0.7446  2.7386  0.212
C  0.7230  -0.6940  4.2777  -0.216
N  1.4455  -1.6629  3.4350  -0.862
H  1.7573  -2.4504  3.9928  0.375
H  2.2657  -1.2123  3.0233  0.412
H  -0.3468  -0.9043  4.1766  0.195
H  0.9845  -0.8078  5.3352  0.186
H  2.0216  1.0170  4.1669  0.211
H  0.3439  2.1756  5.2850  0.218
H  -0.9514  1.2547  4.5380  0.213
H  -0.4612  3.8305  3.8768  0.220
H  0.6465  3.0630  2.7379  0.222
C  -2.5131  5.5031  0.1813  -0.235
C  -3.9048  5.1610  -0.4083  -0.242
H  -4.6431  5.9193  -0.1390  0.204
H  -3.8532  5.0735  -1.4919  0.250
H  -1.7188  5.2549  -0.5219  0.246
H  -2.4427  6.5589  0.4527  0.205
H  -3.7434  5.7962  2.3282  0.213
H  -3.2646  4.3634  3.2287  0.219
H  -4.6970  2.9273  1.9038  0.251
H  -5.5886  4.4588  1.7190  0.208
N  -4.1602  1.6069  0.2130  -0.641
N  -2.0586  1.7752  -3.2090  -0.417
C  -1.6751  0.5824  -3.9294  -0.222
H  -1.8443  -0.2775  -3.2791  0.246
H  -2.2996  0.4678  -4.8236  0.204
C  -0.2046  0.6955  -4.3397  -0.245
N  0.5520  1.3662  -3.2950  -0.411
C  1.3791  0.6329  -2.5446  0.709
O  1.4390  -0.5886  -2.6450  -0.697
C  2.3644  1.3624  -1.6133  -0.136
N  2.8471  0.4080  -0.6551  -0.164
C  3.4262  -0.7837  -0.9018  -0.071
C  3.5158  -1.3833  0.3387  0.136
N  3.0172  -0.5152  1.2432  -0.307
N  2.6190  0.5468  0.6411  -0.063
C  3.9164  -2.7772  0.6933  -0.103
N  2.8122  -3.6568  0.2611  -0.830
H  3.0029  -4.6114  0.5483  0.381
H  2.7466  -3.6515  -0.7542  0.380
H  3.9665  -2.8522  1.7840  0.212
C  5.2822  -3.1614  0.0879  -0.205
C  5.7552  -4.5047  0.6434  -0.616
H  6.7387  -4.7444  0.2485  0.225
H  5.0820  -5.3121  0.3610  0.203
H  5.8200  -4.4759  1.7283  0.207
H  5.1457  -3.2700  -0.9963  0.196
C  6.3381  -2.0648  0.3018  -0.395
C  6.5272  -1.6239  1.7487  -0.624
H  6.7821  -2.4637  2.3890  0.204
H  7.3379  -0.9016  1.8007  0.226
H  5.6285  -1.1462  2.1315  0.203
H  7.2892  -2.4376  -0.0830  0.209
H  6.0691  -1.1883  -0.2914  0.208
H  3.7118  -1.1046  -1.8783  0.251
H  1.8909  2.1595  -1.0354  0.259
C  3.5348  1.9291  -2.4520  -0.408
C  4.7497  2.1041  -1.5783  -0.091
C  4.7411  3.0164  -0.5312  -0.177
C  5.8225  3.1236  0.3216  -0.280
C  6.9384  2.3128  0.1420  0.311
C  6.9598  1.4066  -0.9146  -0.284
C  5.8726  1.3057  -1.7581  -0.134
H  5.9033  0.5985  -2.5748  0.203
H  7.8348  0.7927  -1.0533  0.231
O  8.0151  2.3640  0.9608  -0.656
H  7.8988  3.0496  1.6300  0.485
H  5.8016  3.8377  1.1334  0.214
H  3.8812  3.6512  -0.3760  0.212
H  3.2266  2.8817  -2.8844  0.233
H  3.7663  1.2413  -3.2678  0.220
C  0.1695  2.7506  -3.0714  -0.240
H  0.2324  2.9841  -2.0067  0.231
H  0.8281  3.4286  -3.6258  0.201
C  -1.2944  2.9513  -3.5256  -0.220
H  -1.7325  3.7937  -2.9922  0.261
H  -1.3515  3.1371  -4.6013  0.200
H  0.2240  -0.2937  -4.4994  0.253
H  -0.0976  1.2796  -5.2574  0.202
H  0.7430  -2.2341  2.1299  0.448
H  -3.7694  -1.5075  -0.4083  0.422
H  -4.2314  -0.6478  2.1500  0.212
H  -5.7076  -0.1796  1.2861  0.221
H  -5.9214  -2.4642  2.2758  0.176
H  -6.0351  -2.5074  0.4951  0.196
H  -3.3321  -5.5230  2.0243  0.190
H  -3.8644  -6.0929  -0.2539  0.194
H  -1.3871  -4.6158  -2.6504  0.216
H  -4.2597  -1.6061  -2.8396  0.247

Forces on atoms 1 to 3 (eV/Å):
C 0.2 -0.4 -0.2
C -0.2 0.2 0.2
C 0.4 -0.5 0.0

Its energy above the lowest of the compared OMol25 structures with the same formula, charge and spin is 3.1 kcal/mol. For the HOMO energy, the calculation gives -0.3897 Eh. The total charge is +1. For the LUMO energy, the calculation gives -0.0524 hartree.



In eV, the gap between HOMO and LUMO values for the records above are, in order, 6.90; 10.48; 9.18.